1.
Molecular formula: C26H23N5O6S3SiW
Method: DFT, the ωB97M-V functional and the def2-TZVPD basis

Positions of all 65 atoms, in Å:
W1 1.696 0.521 0.592
N1 2.911 1.959 -0.996
N2 3.735 2.777 -0.211
C1 3.549 2.721 1.144
O1 4.247 3.178 1.989
O2 2.341 2.105 1.416
H1 3.456 1.285 -1.537
H2 2.341 2.526 -1.628
H3 4.619 3.114 -0.568
C2 -1.320 -6.320 -0.325
C3 -0.752 -5.050 -0.888
C4 -1.457 -3.854 -0.797
C5 -0.914 -2.667 -1.257
C6 0.350 -2.679 -1.831
C7 1.053 -3.869 -1.981
C8 0.500 -5.044 -1.498
S1 1.120 -1.182 -2.313
O3 2.011 -1.478 -3.400
O4 0.115 -0.176 -2.454
N3 2.102 -0.684 -1.063
C9 3.383 -1.403 -1.078
C10 4.293 -0.806 -0.036
O5 5.463 -1.045 0.067
O6 3.641 0.041 0.758
H4 -2.384 -6.222 -0.124
H5 -0.828 -6.566 0.616
H6 -1.171 -7.154 -1.009
H7 -2.438 -3.846 -0.341
H8 -1.464 -1.742 -1.167
H9 2.016 -3.870 -2.469
H10 1.046 -5.972 -1.602
H11 3.862 -1.336 -2.057
H12 3.250 -2.469 -0.850
S2 0.417 0.879 2.587
C11 -0.392 -0.557 3.058
C12 -1.385 -0.461 4.087
N4 -2.182 -0.387 4.908
C13 -0.035 -1.727 2.481
S3 1.078 -1.719 1.178
C14 -0.605 -2.992 2.847
N5 -1.047 -4.020 3.099
C15 -0.970 6.250 1.089
C16 -1.561 5.729 -0.052
C17 -1.277 4.432 -0.444
C18 -0.406 3.617 0.293
C19 0.166 4.157 1.440
C20 -0.112 5.460 1.835
Si1 -0.230 1.918 -0.525
C21 -1.933 1.121 -0.408
C22 -2.622 0.700 -1.550
C23 -3.893 0.149 -1.454
C24 -4.495 -0.005 -0.214
C25 -3.841 0.431 0.928
C26 -2.580 0.997 0.826
H13 -1.184 7.264 1.395
H14 -2.241 6.332 -0.638
H15 -1.752 4.044 -1.337
H16 0.825 3.569 2.065
H17 0.345 5.853 2.732
H18 0.011 2.269 -1.941
H19 -2.167 0.801 -2.520
H20 -4.410 -0.166 -2.350
H21 -5.480 -0.446 -0.139
H22 -4.314 0.340 1.896
H23 -2.105 1.373 1.724

Atoms 1-2, force components in eV/Å:
W 1.22 -0.38 0.59
N -0.06 -0.02 -0.09

E_LUMO = -2.708 eV
Molecular weight = 809.626 g mol⁻¹
E = -89280.3253 eV
Relative energy (zero: lowest compared OMol25 entry of this formula, charge and spin) = 0.797 eV
Frontier orbital gap = 6.579 eV

=====

2.
Molecular formula: C6H7OS
Method: DFT, the ωB97M-V functional and the def2-TZVPD basis

Positions of all 15 atoms, in Å:
C1 -1.967 1.292 -0.116
C2 -0.622 1.468 0.083
C3 -2.437 -0.067 -0.170
C4 -1.538 -1.067 -0.152
C5 0.191 0.339 -0.020
C6 2.968 -0.859 0.077
O1 -0.264 -0.835 -0.117
S1 2.208 0.793 -0.055
H1 -2.598 2.121 -0.041
H2 -0.249 2.513 0.197
H3 -3.539 -0.471 -0.353
H4 -1.879 -2.032 0.145
H5 4.005 -0.503 0.191
H6 2.937 -1.468 -0.782
H7 2.784 -1.224 1.115

Atoms 1-2, force components in eV/Å:
C 0.29 -2.49 0.67
C 0.01 0.81 -0.55

E_LUMO = -5.266 eV
Molecular weight = 127.188 g mol⁻¹
E = -19208.6385 eV
Relative energy (zero: lowest compared OMol25 entry of this formula, charge and spin) = 0.418 eV
Frontier orbital gap = 8.194 eV
Net charge = +1

=====

Which of these has the lowest E?
C26H23N5O6S3SiW